No. 1
# C16H14ClFN2O3S

The molecule C16H14ClFN2O3S (ωB97M-V with the def2-TZVPD basis set, the OMol25 dataset).

```
38
Properties=species:S:1:pos:R:3:forces:R:3:lowdin_charge:R:1
C 3.333 -3.450 -1.406 0.1371 -0.0591 -0.0914 -0.007
N 2.568 -3.039 -0.261 0.0864 -0.0705 -0.2459 -0.032
C 3.045 -3.107 1.028 0.1500 -0.0172 0.2874 -0.416
O 4.144 -3.501 1.330 0.1179 -0.0400 0.1129 0.090
C 1.944 -2.600 1.948 -0.0428 0.0129 0.1546 0.000
C 0.843 -2.256 1.001 -0.1325 0.0571 -0.2237 -0.136
C -0.419 -1.747 1.211 0.2284 -0.1329 0.0029 -0.004
C -1.225 -1.538 0.101 -0.7649 0.2206 0.0995 -0.293
S -2.835 -0.786 0.315 0.1310 0.2696 -0.4611 0.637
O -3.207 -0.848 1.694 0.3234 0.1195 0.1878 -0.276
O -3.725 -1.281 -0.689 0.2456 0.0277 -0.2092 -0.282
N -2.554 0.821 -0.056 -0.5547 -0.7653 0.1002 -0.117
C -1.672 1.515 0.865 0.1769 0.0810 0.5781 -0.210
C -1.258 2.840 0.293 -0.1273 -0.0641 0.0374 -0.158
C -1.787 4.040 0.756 0.2324 0.0341 -0.2088 -0.219
F -2.665 4.013 1.771 -0.0082 -0.0382 -0.0372 0.086
C -1.436 5.268 0.223 -0.1094 -0.0953 0.1336 0.000
C -0.523 5.309 -0.816 -0.0395 -0.1386 0.0611 -0.068
C 0.030 4.139 -1.306 0.0605 -0.0854 -0.0760 -0.105
C -0.340 2.925 -0.752 -0.0871 0.3749 0.1221 -0.586
Cl 0.364 1.469 -1.374 0.1124 -0.1187 -0.0843 0.760
C -0.800 -1.822 -1.183 -0.0588 -0.0627 -0.0231 -0.080
C 0.468 -2.338 -1.406 0.1434 -0.0197 0.0745 0.005
C 1.280 -2.545 -0.302 -0.5393 0.2434 0.2636 -0.162
H 4.301 -3.795 -1.043 -0.0726 0.0247 -0.0588 0.093
H 2.832 -4.265 -1.932 0.0219 0.0108 -0.0193 0.099
H 3.479 -2.613 -2.092 0.0084 -0.0247 -0.0151 0.098
H 1.663 -3.378 2.660 0.0787 -0.0322 -0.0136 0.141
H 2.299 -1.745 2.526 0.0732 -0.0290 -0.0246 0.140
H -0.806 -1.525 2.193 0.0160 0.0078 0.1741 0.126
H -2.284 0.908 -1.025 0.0042 -0.0396 -0.2139 0.086
H -2.231 1.644 1.793 0.2300 0.0827 -0.0568 0.125
H -0.771 0.918 1.077 -0.0816 0.1798 0.0178 0.104
H -1.879 6.165 0.623 -0.0583 0.0757 0.0606 0.120
H -0.240 6.257 -1.246 0.0270 0.0929 -0.0361 0.110
H 0.745 4.163 -2.113 0.0657 -0.0249 -0.0699 0.104
H -1.483 -1.650 -2.000 -0.0252 -0.0189 -0.1773 0.117
H 0.805 -2.567 -2.404 0.0321 -0.0380 -0.1221 0.112
```
Forces are in eV/Å.

Summary:
Charge: 0
E_tot (eV): -52017.77478
HOMO level (hartree): -0.3239
Relative energy (zero: lowest compared OMol25 entry of this formula, charge and spin) (kJ/mol): 0.0
Frontier orbital gap (eV): 9.23
SMILES: CN1C(=O)Cc2cc(S(=O)(=O)NCc3c(F)cccc3Cl)ccc21

***

No. 2
# C5H14N2O

A cluster of 2 separate species, C5H14N2O in total in a non-equilibrium geometry (ωB97M-V with the def2-TZVPD basis set, the OMol25 dataset).

```
22
Properties=species:S:1:pos:R:3:forces:R:3:lowdin_charge:R:1
C 2.352 -2.103 1.008 0.0655 0.2204 -0.7767 -0.031
N 1.356 -1.496 0.526 -0.1476 0.1385 1.0763 -0.045
C 0.415 -0.977 1.522 -0.8313 0.1599 -0.2846 -0.300
C -0.981 -1.562 1.259 0.6217 -0.2039 0.8728 -0.088
H 3.091 -2.472 0.303 0.1068 -0.1827 0.1957 0.073
H 2.510 -2.218 2.082 0.0501 -0.1061 0.0110 0.076
H 0.344 0.106 1.406 0.1818 -0.0015 -0.0478 0.091
H 0.720 -1.199 2.547 0.1774 -0.0709 0.0619 0.096
H -1.361 -1.213 0.303 -0.1553 -0.2622 -0.0526 0.059
H -0.885 -2.644 1.348 -0.1648 -0.1566 -0.6314 0.070
H -1.666 -1.321 2.075 -0.0248 0.4630 -0.1859 0.070
C -1.401 2.625 -0.872 -0.5916 -0.4517 0.5581 -0.139
N -0.352 1.625 -0.680 0.0497 0.2975 -0.1554 -0.111
C -0.206 0.820 -1.881 0.8193 0.5316 -1.0469 -0.340
O 0.993 0.073 -1.837 -1.1646 0.6018 -0.0812 -0.059
H -1.349 3.153 -1.829 0.0620 0.0668 -0.0344 0.073
H -1.433 3.340 -0.050 0.3416 0.0640 -0.0594 0.074
H -2.367 2.115 -0.800 0.0091 0.0385 -0.2978 0.077
H 0.539 2.103 -0.578 -0.0100 -0.0258 0.0942 0.111
H -0.080 1.466 -2.765 -0.2364 -0.0221 -0.0257 0.115
H -1.101 0.209 -2.055 0.0352 -0.0911 0.2703 0.119
H 0.863 -0.431 -1.033 0.8061 -1.0074 0.5394 0.007
```
Forces are in eV/Å.

Summary:
Charge: 0
E_tot (eV): -10438.49069
HOMO level (hartree): -0.3370
Relative energy (zero: lowest compared OMol25 entry of this formula, charge and spin) (kJ/mol): 244.8
Frontier orbital gap (eV): 10.24
SMILES: C=NCC.CNCO

***

No. 3
# C28H50InN2O4

A structure of composition C28H50InN2O4 in a non-equilibrium geometry (ωB97M-V with the def2-TZVPD basis set, the OMol25 dataset).

```
85
Properties=species:S:1:pos:R:3:forces:R:3:lowdin_charge:R:1
C 2.756 -0.704 -3.157 -0.3704 -0.4624 -0.1000 0.019
C 3.137 0.736 -3.298 -0.2783 -0.1495 -0.1623 -0.558
O 3.595 1.336 -2.377 0.6395 0.7311 0.3577 0.107
O 2.992 1.285 -4.516 -0.0843 0.1719 -0.3494 -0.040
C 1.615 1.728 -4.778 0.1015 0.0634 -0.0983 -0.284
C 1.411 3.230 -4.610 -0.6482 -0.6104 0.4258 -0.280
In -0.091 3.521 -2.948 0.0394 0.1194 -0.0030 0.469
C -1.748 2.087 -3.442 0.4676 0.5289 -0.0509 -0.286
C -2.660 1.707 -2.457 0.0088 -0.4386 -0.5358 -0.155
C -3.640 0.752 -2.721 0.0728 0.2383 0.3165 -0.128
C -3.752 0.180 -3.980 0.0233 -0.0421 -0.1330 -0.134
C -2.877 0.564 -4.989 0.4582 0.3818 0.2744 -0.117
C -1.886 1.510 -4.710 -0.3561 -0.1714 0.3038 -0.155
H 3.646 -1.315 -3.285 0.1576 -0.0505 -0.1155 0.092
H 2.384 -0.889 -2.157 -0.0845 -0.0076 0.1845 0.074
H 2.005 -1.031 -3.869 -0.0090 0.0742 -0.1979 0.083
H 1.402 1.415 -5.797 0.0150 -0.1291 -0.1391 0.105
H 0.963 1.146 -4.125 -0.0409 -0.1965 0.0763 0.076
H 1.022 3.600 -5.555 0.1779 0.3974 -0.0902 0.015
H 2.342 3.714 -4.344 0.1825 0.1251 -0.1035 0.026
H 0.639 2.932 -1.422 -0.0258 -0.0061 -0.0814 -0.107
H -0.645 5.199 -2.765 -0.0117 -0.1054 -0.0582 -0.145
H -2.575 2.125 -1.464 -0.0677 -0.0001 0.1804 0.081
H -4.279 0.455 -1.901 -0.1967 -0.1543 -0.0622 0.084
H -4.504 -0.572 -4.179 -0.1010 -0.0588 0.0297 0.085
H -2.915 0.133 -5.979 -0.1951 -0.1362 -0.1085 0.083
H -1.201 1.805 -5.494 0.0718 -0.0306 -0.1676 0.075
C -2.548 -4.207 -0.168 -0.0748 -0.0429 0.1257 -0.032
C -2.240 -2.709 0.062 0.1807 -1.1794 -0.6931 -0.483
C -1.008 -2.538 0.945 0.1682 0.2371 0.4898 -0.134
C -1.243 -2.861 2.416 -0.1013 -0.0551 -0.0352 -0.170
C -2.451 -2.092 2.945 0.4406 0.1544 -0.0062 -0.134
C -3.715 -2.275 2.104 -0.7556 -0.9214 0.5839 -0.495
N -3.424 -2.020 0.661 1.1392 1.2712 0.6223 -0.084
O -3.373 -0.748 0.443 -0.4590 -0.1563 -0.3358 -0.016
C -4.294 -3.687 2.318 0.1313 -0.1463 -0.1312 -0.039
C -4.794 -1.312 2.585 0.0055 0.3718 -0.0985 -0.047
C -1.910 -2.108 -1.296 -0.1825 0.4535 -0.2172 -0.038
H -1.979 -4.582 -1.018 0.0771 0.1122 -0.0245 0.079
H -2.283 -4.838 0.680 -0.0544 0.0483 0.0287 0.063
H -3.603 -4.362 -0.396 -0.0050 0.0288 0.0093 0.085
H -0.667 -1.501 0.871 -0.0332 0.0043 -0.0170 0.119
H -0.196 -3.155 0.555 -0.0420 -0.0154 -0.1120 0.130
H -1.378 -3.937 2.566 -0.0467 -0.0055 -0.0351 0.101
H -0.355 -2.584 2.988 0.0016 0.0004 -0.0096 0.106
H -2.654 -2.390 3.977 -0.1481 0.0152 -0.0118 0.123
H -2.197 -1.027 2.969 -0.0630 0.0123 -0.0731 0.115
H -5.119 -3.873 1.628 0.0093 0.0165 -0.0240 0.089
H -4.683 -3.774 3.333 0.0036 0.1212 0.0231 0.082
H -3.563 -4.483 2.199 -0.0015 0.0399 -0.0555 0.057
H -4.452 -0.279 2.579 0.0088 -0.0344 -0.1161 0.080
H -5.069 -1.563 3.609 0.0289 -0.1069 0.0146 0.083
H -5.688 -1.381 1.963 0.0203 -0.0025 -0.0298 0.090
H -2.755 -2.151 -1.985 -0.0344 0.0016 0.0419 0.090
H -1.082 -2.661 -1.742 0.0047 -0.1314 0.0797 0.087
H -1.597 -1.069 -1.219 -0.1359 0.0170 0.0099 0.082
C 1.466 2.931 2.432 0.1183 0.0801 -0.1508 -0.027
C 1.702 1.446 2.797 -0.7280 1.2687 -0.0557 -0.482
C 2.649 1.344 3.993 0.3702 -0.2360 0.0924 -0.139
C 4.099 1.681 3.650 -0.0284 0.0098 -0.0545 -0.179
C 4.585 0.859 2.459 -0.1098 -0.1123 0.4644 -0.137
C 3.668 0.959 1.239 0.5404 0.9753 -1.0178 -0.477
N 2.248 0.696 1.626 0.8216 -1.2860 1.3052 -0.072
O 2.056 -0.575 1.762 -0.5121 0.1105 -0.3305 -0.034
C 3.809 2.339 0.569 -0.1637 0.1948 0.1412 -0.029
C 4.109 -0.050 0.186 -0.2411 -0.6110 0.1432 -0.044
C 0.331 0.900 3.177 -0.1142 -0.5279 -0.0213 -0.049
H 0.641 3.337 3.015 -0.0249 -0.1076 0.0872 0.080
H 2.327 3.566 2.637 0.0160 -0.0479 -0.0554 0.064
H 1.200 3.040 1.380 0.0076 -0.0261 -0.0305 0.078
H 2.608 0.327 4.398 -0.0342 -0.0424 -0.1047 0.121
H 2.291 2.009 4.783 -0.1049 0.0287 -0.0358 0.122
H 4.206 2.749 3.442 -0.0377 -0.0047 -0.0320 0.100
H 4.732 1.477 4.517 0.0033 0.0187 0.0126 0.107
H 5.590 1.176 2.173 -0.0178 0.0150 -0.1157 0.122
H 4.665 -0.190 2.765 -0.1086 -0.0268 -0.0650 0.121
H 3.072 2.462 -0.225 0.0315 -0.0201 0.0421 0.067
H 4.796 2.425 0.114 0.0038 -0.1391 -0.0337 0.089
H 3.715 3.174 1.259 -0.0254 -0.0497 0.0329 0.058
H 4.149 -1.065 0.579 -0.0694 0.0155 0.1171 0.078
H 5.109 0.211 -0.162 -0.0290 0.1317 -0.0399 0.093
H 3.439 -0.033 -0.672 0.1997 0.0819 0.2920 0.050
H -0.364 0.952 2.336 0.0507 0.0212 -0.0396 0.096
H -0.078 1.500 3.990 0.0518 0.1193 -0.0053 0.084
H 0.368 -0.131 3.529 0.1060 -0.0241 -0.1376 0.067
```
Forces are in eV/Å.

Summary:
Charge: -1
E_tot (eV): -46186.96569
HOMO level (spin up / spin down) (hartree): -0.1761 / -0.1761
<S²>: 2.008
Frontier orbital gap (spin up / spin down) (eV): 7.22 / 7.17
2S+1: 3

***

No. 4
# C30H45F5OP2Pr

A structure of composition C30H45F5OP2Pr in a non-equilibrium geometry (ωB97M-V with the def2-TZVPD basis set, the OMol25 dataset).

```
84
Properties=species:S:1:pos:R:3:forces:R:3:lowdin_charge:R:1
Pr 0.157 -0.160 -0.186 0.9666 -0.9379 1.7756 0.914
C 0.577 -1.937 1.777 0.7672 0.9106 0.0936 -0.321
C 1.847 -1.287 1.553 -1.3345 0.4552 0.2900 -0.331
C 0.396 0.232 2.524 1.1640 -0.0944 -0.2547 -0.293
C -0.261 -1.010 2.435 0.4922 -0.6382 -0.0978 -0.286
C 1.727 0.055 2.034 -0.6099 -0.7714 0.0301 -0.302
C 0.324 -3.389 1.558 0.1165 -0.3969 -0.0583 -0.026
H 0.830 -3.762 0.653 -0.0507 0.0440 0.2686 0.079
H -0.738 -3.611 1.442 0.0676 -0.0334 0.1192 0.061
H 0.705 -3.973 2.412 -0.1384 0.0460 -0.2905 0.110
C -1.480 -1.359 3.174 -0.9419 0.3495 -0.2269 -0.002
H -1.840 -2.348 2.901 -0.0444 -0.0473 0.2393 0.078
H -2.238 -0.641 2.885 -0.1443 -0.0960 0.2341 0.053
H -1.357 -1.286 4.261 0.1963 -0.1390 -0.2029 0.117
C -0.061 1.432 3.272 -0.2509 0.4914 0.0889 -0.007
H 0.353 1.473 4.294 -0.1251 -0.1054 -0.3021 0.109
H -1.148 1.443 3.325 -0.0170 0.0702 0.0988 0.081
H 0.245 2.359 2.767 -0.0549 -0.1582 0.1732 0.067
C 2.836 1.000 2.326 0.3919 0.0721 -0.3077 -0.022
H 3.288 0.733 3.293 0.0273 0.1014 -0.2618 0.111
H 2.477 2.023 2.401 0.0424 0.0449 0.0886 0.063
H 3.609 0.971 1.547 0.0316 0.0213 0.2571 0.078
C 3.083 -2.065 1.334 0.2912 0.0468 -0.4180 -0.019
H 3.282 -2.615 2.254 0.3689 -0.0586 -0.0860 0.108
H 3.920 -1.424 1.069 0.2173 -0.0463 0.1920 0.067
H 2.967 -2.782 0.525 0.0727 -0.2556 -0.0646 0.069
C 1.668 -0.862 -3.069 0.6423 -0.6947 0.5589 -0.124
C 2.171 -1.898 -2.364 -0.2983 0.9091 -0.2386 -0.098
C 3.529 -2.458 -2.684 0.1140 -0.8078 0.1403 -0.154
C 4.768 -1.584 -2.291 0.5020 -0.2139 0.0367 -0.161
C 4.517 -0.225 -1.701 -0.0316 -0.6316 1.3381 -0.116
C 4.048 0.766 -2.436 -0.8346 1.0596 -0.0525 -0.119
C 3.707 0.565 -3.887 0.2214 0.3222 -0.4405 -0.167
C 2.431 -0.285 -4.227 -0.3086 0.6182 -0.5728 -0.161
H 3.628 -2.692 -3.756 -0.3367 0.1543 0.2993 0.119
H 5.368 -1.460 -3.206 -0.0441 -0.0720 0.3596 0.114
H 3.641 -3.427 -2.173 -0.1133 0.3168 -0.1799 0.114
H 2.740 -1.061 -4.945 -0.2727 0.0449 0.4275 0.120
H 0.721 -0.361 -2.822 0.0066 -0.3526 -0.1824 0.062
H 1.657 -2.343 -1.500 -0.0670 0.1392 -0.2353 0.090
H 1.754 0.371 -4.795 0.1364 -0.2547 0.1531 0.109
H 3.568 1.548 -4.356 0.1801 -0.2857 0.0801 0.108
H 3.817 1.780 -2.034 0.3956 -0.9091 -0.0467 0.111
H 4.555 0.087 -4.403 -0.1870 0.2490 0.1779 0.114
H 5.370 -2.174 -1.584 -0.0976 0.2418 -0.2786 0.113
H 4.698 -0.155 -0.599 -0.0895 0.3603 -1.0920 0.104
P -2.015 -1.625 -0.992 -0.6688 -0.2884 0.5780 0.695
C -3.200 -2.169 0.257 -0.5368 0.0239 -0.1542 -0.219
H -4.069 -2.582 -0.308 0.4653 0.0459 0.6835 0.078
H -3.508 -1.306 0.867 0.1590 -0.4628 -0.4857 0.026
H -2.744 -2.910 0.942 -0.3582 0.2815 -0.5697 0.053
C -2.985 -0.649 -2.194 -0.2680 -0.2790 -0.1653 -0.230
H -3.861 -1.303 -2.446 0.5708 0.8963 -0.1563 0.072
H -2.358 -0.425 -3.087 -0.6016 -0.2446 0.4468 0.052
H -3.309 0.308 -1.725 0.0782 -0.7329 -0.2457 0.062
C -1.570 -3.178 -1.799 -0.4316 -0.3651 -0.4925 -0.246
H -0.975 -2.975 -2.709 -0.4127 -0.3204 0.2947 0.052
H -2.555 -3.669 -2.021 1.1254 0.0178 -0.0969 0.075
H -0.962 -3.791 -1.103 -0.4703 0.2400 -0.3857 0.047
P 0.201 2.509 -0.705 -0.3365 0.9155 0.3595 0.706
C 1.552 3.422 0.105 0.6614 0.3526 -0.7774 -0.231
H 1.742 4.284 -0.579 0.3023 -0.3472 0.9026 0.073
H 2.444 2.780 0.238 -0.3122 0.6432 -0.1743 0.029
H 1.175 3.757 1.104 0.3171 -0.2151 -0.9483 0.067
C -0.107 2.799 -2.493 0.5808 0.4864 -0.2350 -0.230
H 0.829 2.676 -3.081 -0.7271 0.3117 0.1413 0.050
H -0.558 3.825 -2.550 0.5659 -0.8907 -0.4344 0.072
H -0.853 2.052 -2.849 0.4222 0.5127 0.2796 0.050
C -1.119 3.493 -0.054 -0.4890 0.6842 0.0416 -0.285
H -0.873 4.561 -0.306 -0.4251 -0.8193 0.2800 0.094
H -1.181 3.348 1.031 0.0013 0.1470 -0.4072 0.049
H -2.076 3.185 -0.492 0.3646 0.2731 0.1424 0.063
F -7.288 2.674 3.371 0.8530 -0.4267 -0.3691 0.078
C -6.106 2.225 2.850 -0.9354 0.3062 0.4278 -0.122
C -5.749 0.873 2.963 -0.7575 0.8724 0.2492 -0.135
F -6.564 -0.016 3.587 0.5433 0.7936 -0.4534 0.103
C -4.555 0.442 2.437 0.1377 0.3429 -0.1478 -0.140
F -4.293 -0.877 2.621 -0.0230 0.1091 -0.0990 0.038
C -3.638 1.291 1.738 -1.7380 0.8658 0.7345 -0.340
O -2.562 0.898 1.206 2.1116 -0.7984 -1.2395 -0.109
C -4.071 2.660 1.709 0.0897 -0.4568 0.0640 -0.138
F -3.307 3.621 1.157 0.0472 -0.0927 -0.0524 0.039
C -5.249 3.132 2.216 -0.9064 -0.4408 0.6079 -0.143
F -5.539 4.449 2.096 -0.0175 -1.0092 0.2263 0.108
```
Forces are in eV/Å.

Summary:
Charge: +1
E_tot (eV): -80112.67127
HOMO level (spin up / spin down) (hartree): -0.3431 / -0.3431
<S²>: 2.005
Frontier orbital gap (spin up / spin down) (eV): 5.89 / 6.04
2S+1: 3